The following is a quantum chemistry calculation of a cluster of 3 separate species, C12H27ClIN5O3P in total at a distorted geometry, from the Open Molecules 2025 dataset.

Geometry as XYZ:
```
50
Properties=species:S:1:pos:R:3:forces:R:3
O -5.010 0.197 1.411 -0.43 -0.69 0.27
P -5.372 -1.329 1.115 0.02 0.27 0.24
I -4.875 -1.618 -1.238 0.05 -0.09 -0.10
N -3.940 -2.287 1.845 -0.18 -0.04 0.29
C -4.498 -3.682 1.946 -0.37 0.16 0.12
C -4.073 -4.134 3.334 -0.13 0.04 0.00
N -4.076 -2.829 4.066 0.88 -0.43 -0.60
C -3.532 -1.991 3.115 -0.01 -0.17 -0.24
N -2.610 -1.116 3.448 -0.39 0.42 0.11
C -1.684 -0.329 2.615 0.21 -0.17 -0.04
C -2.246 0.945 1.981 0.18 0.02 -0.19
C -2.310 0.726 0.473 0.51 -0.21 0.28
Cl -3.295 1.978 -0.320 0.00 0.14 -0.19
H -4.609 0.734 0.706 0.10 0.39 -0.27
H -5.594 -3.615 1.909 0.11 -0.14 -0.03
H -4.177 -4.327 1.131 0.26 0.16 0.06
H -4.747 -4.872 3.760 0.00 0.16 0.12
H -3.045 -4.512 3.342 -0.15 -0.20 -0.10
H -3.500 -2.888 4.897 -0.25 0.08 0.24
H -2.460 -1.022 4.439 -0.04 0.06 0.12
H -1.286 -1.006 1.852 -0.07 0.10 0.03
H -0.860 -0.087 3.287 -0.05 -0.07 -0.05
H -1.586 1.790 2.189 -0.04 -0.08 0.02
H -3.217 1.179 2.414 0.07 0.01 -0.05
H -1.305 0.709 0.037 -0.31 0.17 -0.07
H -2.750 -0.244 0.234 -0.01 0.13 -0.05
C 2.060 -1.241 -0.403 -0.03 0.01 0.02
C 1.154 -0.708 -1.488 0.10 0.08 -0.05
O -0.008 -0.381 -1.254 -0.01 -0.06 0.17
N 1.667 -0.594 -2.724 -0.09 -0.15 -0.07
C 3.001 -0.924 -3.185 -0.04 0.08 -0.02
H 1.497 -1.266 0.526 0.00 0.00 -0.01
H 2.408 -2.248 -0.635 0.01 0.01 0.00
H 2.932 -0.598 -0.279 0.00 0.00 -0.01
H 1.029 -0.192 -3.393 0.01 0.05 0.01
H 3.496 -0.024 -3.545 0.03 0.00 0.03
H 2.957 -1.664 -3.985 0.00 -0.02 0.02
H 3.587 -1.334 -2.369 0.01 0.00 -0.01
C 3.783 4.515 -2.355 -0.03 -0.02 0.00
C 4.198 3.069 -2.498 -0.02 0.11 -0.01
O 3.382 2.161 -2.418 0.05 -0.07 0.02
N 5.511 2.813 -2.722 0.02 -0.05 0.01
C 6.600 3.759 -2.849 0.00 0.01 0.00
H 2.711 4.536 -2.184 0.01 0.00 0.00
H 4.291 4.991 -1.515 0.01 0.00 -0.01
H 4.013 5.083 -3.257 0.01 0.00 0.00
H 5.727 1.832 -2.807 -0.01 -0.01 0.00
H 7.077 3.680 -3.827 -0.02 0.00 -0.01
H 7.358 3.591 -2.083 -0.02 0.00 0.02
H 6.226 4.771 -2.738 0.03 0.01 0.00
```
Forces are in eV/Å.

Values from the calculation:
HOMO-LUMO gap = 8.373 eV
energy relative to the best compared isomer or geometry (same formula, charge and spin) = 0.0 kcal/mol
charge = +1